The following is a DFT calculation (ωB97M-V with the def2-TZVPD basis set) of a structure of composition C28H33BaFN9O3P.

The geometry in XYZ format:
```
76
Properties=species:S:1:pos:R:3:lowdin_charge:R:1
Ba 1.976 -1.247 1.395 2.288
C 3.632 -5.200 5.238 -0.010
N 3.011 -3.914 4.868 -0.114
C 2.555 -2.976 5.760 -0.036
C 2.060 -1.948 5.008 -0.105
N 2.211 -2.241 3.675 -0.167
C 2.785 -3.431 3.611 -0.490
P 3.212 -4.390 2.108 1.180
C 4.237 -3.134 1.225 -0.516
N 4.332 -1.849 1.548 -0.183
C 5.276 -1.304 0.706 -0.119
C 5.763 -2.269 -0.126 -0.028
N 5.108 -3.428 0.215 -0.107
C 5.312 -4.735 -0.425 -0.003
C 1.592 -4.296 1.223 -0.497
N 0.655 -3.382 1.412 -0.151
C -0.409 -3.742 0.624 -0.120
C -0.119 -4.893 -0.046 -0.036
N 1.150 -5.249 0.348 -0.106
C 1.896 -6.408 -0.162 -0.009
H 3.681 -5.243 6.320 0.093
H 4.638 -5.270 4.837 0.089
H 3.036 -6.033 4.878 0.089
H 2.626 -3.125 6.826 0.129
H 1.603 -1.029 5.347 0.113
H 5.533 -0.257 0.744 0.120
H 6.498 -2.238 -0.916 0.133
H 6.360 -4.847 -0.682 0.099
H 4.707 -4.815 -1.324 0.094
H 5.041 -5.525 0.269 0.066
H -1.316 -3.158 0.593 0.115
H -0.684 -5.482 -0.751 0.130
H 1.210 -7.240 -0.282 0.098
H 2.660 -6.689 0.557 0.064
H 2.360 -6.181 -1.116 0.092
C -2.864 0.878 -4.166 -0.057
C -1.562 1.637 -3.994 -0.183
N -0.980 1.484 -2.645 -0.028
C -0.017 0.549 -2.455 0.044
C 0.518 0.253 -1.250 -0.041
C 1.688 -0.676 -0.992 -0.791
O 2.700 -0.100 -0.511 -0.197
O 1.505 -1.916 -0.978 -0.107
C -0.011 0.869 -0.065 -0.299
O 0.356 0.504 1.082 -0.222
C -0.983 1.935 -0.280 -0.044
C -1.443 2.700 0.794 0.098
C -2.318 3.717 0.586 -0.189
F -2.712 4.476 1.628 0.072
C -2.816 4.017 -0.688 -0.136
C -2.394 3.243 -1.746 0.056
C -1.451 2.220 -1.566 -0.112
N -3.748 5.072 -0.921 -0.096
C -4.495 5.650 0.201 -0.127
C -5.606 6.549 -0.378 -0.058
N -5.814 6.162 -1.825 0.056
C -4.603 6.559 -2.647 -0.063
C -3.354 6.111 -1.874 -0.115
H -3.221 0.970 -5.194 0.087
H -3.641 1.259 -3.497 0.072
H -2.727 -0.184 -3.950 0.087
H -1.684 2.700 -4.193 0.111
H -0.805 1.291 -4.693 0.124
H 0.324 0.061 -3.361 0.157
H -1.074 2.492 1.790 0.147
H -2.818 3.434 -2.725 0.112
H -3.880 6.256 0.863 0.131
H -4.933 4.848 0.789 0.137
H -5.341 7.601 -0.386 0.137
H -6.550 6.431 0.145 0.138
H -6.666 6.566 -2.209 0.186
H -5.896 5.147 -1.867 0.179
H -4.649 7.636 -2.776 0.137
H -4.709 6.079 -3.615 0.135
H -2.897 6.963 -1.360 0.140
H -2.620 5.727 -2.574 0.127
```

HOMO-LUMO gap ... 8.072 eV
Energy above the lowest of the compared OMol25 structures with the same formula, charge and spin ... 21.55 kcal/mol
Net charge ... +2
F_max ... 3.49 eV/Å